Record 1
{"formula": "C4H11N2O", "method": "ωB97M-V/def2-TZVPD", "species": ["N", "C", "C", "N", "C", "C", "O", "H", "H", "H", "H", "H", "H", "H", "H", "H", "H", "H"], "positions_angstrom": [[-1.9385, 0.5446, -1.5167], [-1.8757, 0.1168, -0.1217], [-1.4042, -1.3583, -0.0293], [-0.7077, -1.9301, -0.9213], [2.2404, 0.3598, -0.1968], [1.6969, 0.3655, 1.2531], [1.4944, 1.6501, 1.6487], [-1.3438, -0.1117, -2.0223], [-1.5295, 1.4636, -1.6214], [-1.1794, 0.7294, 0.4684], [-2.8659, 0.1402, 0.3232], [-1.6656, -1.7057, 0.9836], [-0.1082, -1.0800, -0.4445], [3.0893, 1.0376, -0.2031], [2.5354, -0.6203, -0.5851], [1.4706, 0.8431, -0.8069], [0.7819, -0.3040, 1.2776], [2.4113, -0.0989, 1.9698]], "homo_ha": -0.09307, "max_force_ha_per_bohr": 0.0506, "total_charge": -1, "total_energy_ha": -343.61464, "lumo_ev": 3.9, "homo_lumo_gap_ev": 6.401}

=====

Record 2
{"formula": "C4H11N2O", "method": "ωB97M-V/def2-TZVPD", "species": ["N", "C", "C", "N", "C", "C", "O", "H", "H", "H", "H", "H", "H", "H", "H", "H", "H", "H"], "positions_angstrom": [[2.5206, -0.0857, 1.6535], [1.4562, 0.8975, 1.1754], [0.0085, 0.2933, 1.1093], [-0.5298, -0.7596, 0.1326], [-0.3397, -0.4598, -1.2424], [-1.8026, -0.6044, -1.8386], [-2.7477, -0.2986, -0.8233], [3.1251, -0.3603, 0.8740], [1.9713, -0.9104, 1.9318], [1.3526, 1.7950, 1.8043], [1.8184, 1.6185, 0.3904], [-0.6845, 1.2907, 1.0081], [-0.2854, -0.0711, 2.0926], [-2.2473, -0.2597, -0.0799], [0.2748, -1.2293, -1.8386], [-0.0534, 0.5117, -1.6204], [-1.8252, 0.2749, -2.5177], [-2.0121, -1.6427, -2.2113]], "homo_ha": -0.07003, "max_force_ha_per_bohr": 0.1164, "total_charge": -1, "total_energy_ha": -343.65321, "lumo_ev": 4.3, "homo_lumo_gap_ev": 6.211}

=====

Record 3
{"formula": "C4H11N2O", "method": "ωB97M-V/def2-TZVPD", "species": ["N", "C", "C", "C", "N", "C", "O", "H", "H", "H", "H", "H", "H", "H", "H", "H", "H", "H"], "positions_angstrom": [[-1.9156, 1.4224, -0.9706], [-2.0131, -0.0113, -0.6376], [-0.6696, -0.7403, -0.6742], [0.2326, -0.4633, 0.5279], [0.6300, 1.0220, 0.4843], [1.5689, -1.1539, 0.6536], [2.6216, -0.5797, 0.6669], [-2.6437, 2.0487, -0.6897], [-1.5061, 1.5983, -1.8711], [-2.6161, 0.0485, 0.2840], [-2.7289, -0.4970, -1.3032], [-0.9131, -1.8036, -0.5452], [-0.2689, -0.7519, -1.6922], [-0.2757, -0.5205, 1.4862], [-0.2415, 1.5810, 0.3363], [1.3929, 1.2637, -0.1416], [0.9955, 1.3245, 1.3965], [1.5779, -2.1837, 1.0259]], "homo_ha": -0.50049, "max_force_ha_per_bohr": 0.0570, "total_charge": 1, "total_energy_ha": -343.48941, "lumo_ev": -3.5, "homo_lumo_gap_ev": 10.109}

=====

Record 4
{"formula": "C4H11N2O", "method": "ωB97M-V/def2-TZVPD", "species": ["C", "N", "C", "N", "C", "C", "O", "H", "H", "H", "H", "H", "H", "H", "H", "H", "H", "H"], "positions_angstrom": [[-1.1600, -1.7718, -1.4961], [-0.4282, -1.1102, -0.3903], [-0.9010, 0.2181, -0.1733], [-0.3224, 0.7794, 1.1028], [1.1297, 0.5580, 1.3171], [1.9484, 1.3131, 0.2690], [2.0031, 2.5186, 0.2826], [-1.8508, -2.5096, -1.1072], [-0.4512, -2.2873, -2.1348], [-1.6916, -1.0584, -2.1213], [0.5504, -1.1111, -0.6375], [-1.9766, 0.1760, -0.0236], [-0.7074, 0.9292, -0.9805], [-0.5047, 1.7845, 1.1087], [-0.8328, 0.3882, 1.8941], [1.3973, 0.9583, 2.2909], [1.3538, -0.5020, 1.3178], [2.4441, 0.7270, -0.5184]], "homo_ha": -0.51921, "max_force_ha_per_bohr": 0.0206, "total_charge": 1, "total_energy_ha": -343.46984, "lumo_ev": -4.0, "homo_lumo_gap_ev": 10.080}

=====

Record 5
{"formula": "C4H11N2O", "method": "ωB97M-V/def2-TZVPD", "species": ["C", "C", "C", "C", "N", "O", "N", "H", "H", "H", "H", "H", "H", "H", "H", "H", "H", "H"], "positions_angstrom": [[-0.7862, 1.5681, 1.3375], [-0.5358, 0.8433, -0.0226], [-0.5707, -0.6859, 0.1306], [0.4920, -1.3313, -0.7469], [0.4610, -2.6794, -0.7688], [1.2214, -0.6692, -1.4851], [0.8381, 1.2168, -0.5057], [-0.4900, 2.6047, 1.2028], [-0.1856, 1.0071, 2.0499], [-1.8273, 1.5099, 1.6379], [-1.2561, 1.1782, -0.7609], [-0.5006, -1.0037, 1.1675], [-1.5250, -0.9894, -0.3003], [0.0495, -3.1447, 0.0264], [1.1989, -3.1854, -1.2217], [1.5048, 1.1801, 0.2741], [0.7917, 2.1620, -0.8377], [1.1200, 0.4187, -1.1770]], "homo_ha": -0.55367, "max_force_ha_per_bohr": 0.0946, "total_charge": 1, "total_energy_ha": -343.52672, "lumo_ev": -3.0, "homo_lumo_gap_ev": 12.101}

=====

Record 6
{"formula": "C4H11N2O", "method": "ωB97M-V/def2-TZVPD", "species": ["N", "C", "C", "N", "C", "C", "O", "H", "H", "H", "H", "H", "H", "H", "H", "H", "H", "H"], "positions_angstrom": [[-3.9816, 1.3487, 0.1576], [-0.5140, -1.9106, -0.8512], [-0.0083, -0.6499, -0.3801], [1.3552, -0.5092, -0.5700], [1.9507, 0.7200, -0.1344], [2.4035, 0.6888, 1.3612], [-0.7380, 0.2267, 0.0458], [-3.0434, 1.0231, 0.0730], [-4.0036, 2.0670, 0.8680], [-4.6970, 0.6776, 0.3741], [-1.5253, -2.1949, -0.5422], [0.0764, -2.5108, -1.5318], [1.8323, -1.4026, -0.4925], [1.2090, 1.4838, -0.2901], [2.8037, 0.9421, -0.7590], [1.5802, 0.2605, 1.9225], [3.2705, 0.0566, 1.4343], [2.6027, 1.6980, 1.6912]], "homo_ha": -0.45084, "max_force_ha_per_bohr": 0.0311, "total_charge": 1, "total_energy_ha": -343.36202, "lumo_ev": -9.2, "homo_lumo_gap_ev": 3.022}

=====

Record 7
{"formula": "C4H11N2O", "method": "ωB97M-V/def2-TZVPD", "species": ["C", "C", "N", "C", "C", "N", "O", "H", "H", "H", "H", "H", "H", "H", "H", "H", "H", "H"], "positions_angstrom": [[-0.5483, -1.7906, -1.9426], [-0.6767, -1.0525, -0.6266], [0.6728, -0.4710, -0.1744], [0.6584, 0.9974, 0.1740], [-0.1333, 1.1810, 1.4537], [0.1059, 2.3086, 2.1528], [-0.8929, 0.3001, 1.8006], [-1.4299, -2.4444, -1.9736], [0.3064, -2.4676, -1.9396], [-0.6700, -1.1674, -2.8253], [-1.4154, -0.2808, -0.6667], [-0.9755, -1.6699, 0.1987], [1.0228, -0.9262, 0.6655], [1.2850, -0.5787, -0.9791], [0.2138, 1.5555, -0.6315], [1.7098, 1.2518, 0.2747], [0.9656, 2.7902, 1.9383], [-0.1986, 2.4648, 3.1010]], "homo_ha": -0.53368, "max_force_ha_per_bohr": 0.0348, "total_charge": 1, "total_energy_ha": -343.52875, "lumo_ev": -3.3, "homo_lumo_gap_ev": 11.238}

=====

Record 8
{"formula": "C4H11N2O", "method": "ωB97M-V/def2-TZVPD", "species": ["C", "N", "C", "N", "H", "H", "H", "H", "H", "H", "H", "O", "C", "C", "H", "H", "H", "H"], "positions_angstrom": [[1.0245, -2.3780, 0.0602], [1.5253, -0.9955, 0.1156], [0.9483, -0.0597, 0.8174], [1.4922, 1.0590, 1.2544], [1.7552, -3.0386, 0.5213], [0.9004, -2.7031, -0.9717], [0.0649, -2.4445, 0.5640], [2.4945, -0.8464, -0.1510], [-0.0965, -0.2183, 1.0650], [2.4536, 1.2869, 1.0403], [0.9370, 1.6224, 1.8802], [-0.2266, 1.0330, -1.5029], [-1.2839, 1.5706, -1.3219], [-2.4230, 0.9780, -0.5584], [-1.4157, 2.5895, -1.7622], [-2.3448, 1.3549, 0.4707], [-2.4291, -0.1110, -0.5404], [-3.3763, 1.3006, -0.9805]], "homo_ha": [-0.69318, -0.69155], "max_force_ha_per_bohr": 0.0188, "multiplicity": 2, "total_charge": 2, "s2": 0.76, "total_energy_ha": -343.01891, "lumo_ev": [-9.8, -13.6], "homo_lumo_gap_ev": [9.087, 5.235]}

=====

Record 9
{"formula": "C4H11N2O2", "method": "ωB97M-V/def2-TZVPD", "species": ["C", "C", "C", "N", "C", "N", "H", "H", "H", "H", "H", "H", "H", "H", "H", "O", "H", "H", "O"], "positions_angstrom": [[0.3641, 1.6918, -0.9278], [0.3357, 0.2907, -0.4449], [0.7824, -0.8565, -1.1973], [0.2657, -1.9761, -0.4564], [-0.4325, -1.5050, 0.7119], [-0.2769, -0.1782, 0.7245], [1.0649, 2.4056, -0.3533], [-0.6312, 2.2226, -0.6999], [0.7115, 1.8184, -1.9862], [1.4641, -1.1139, -2.0213], [0.1041, -2.8451, -0.9370], [-0.9436, -2.1718, 1.4484], [-0.9001, 0.3160, 1.4336], [-3.0869, 0.2561, -0.2920], [-2.3258, 0.8741, -1.4120], [-2.2349, 0.3439, -0.5438], [2.1151, 0.8088, 1.9665], [2.1291, -0.5057, 2.7986], [1.4950, 0.1243, 2.1884]], "homo_ha": -0.48106, "max_force_ha_per_bohr": 0.1031, "total_charge": 1, "total_energy_ha": -418.70818, "lumo_ev": -2.9, "homo_lumo_gap_ev": 10.161}

=====

Record 10
{"formula": "C4H11N2O2", "method": "ωB97M-V/def2-TZVPD", "species": ["N", "C", "O", "C", "N", "C", "C", "O", "H", "H", "H", "H", "H", "H", "H", "H", "H", "H", "H"], "positions_angstrom": [[2.4487, -0.7721, -0.9524], [1.1259, -0.7504, -1.2351], [0.7239, -1.1847, -2.3086], [0.1398, 0.0309, -0.3745], [-0.9880, 0.3988, -1.2846], [-0.3692, -0.6986, 0.8626], [-0.8894, 0.3088, 1.9061], [-1.2492, 1.4873, 1.2169], [2.8304, -0.3576, -0.1223], [3.0000, -0.8105, -1.7939], [0.5594, 0.9592, -0.0782], [-1.7180, -0.3179, -1.2392], [-0.6457, 0.5324, -2.2391], [-1.5035, 1.2189, -0.9471], [0.4697, -1.2571, 1.2368], [-1.0681, -1.4703, 0.6028], [-0.0678, 0.4954, 2.5490], [-1.7014, -0.1020, 2.4746], [-1.0977, 2.2895, 1.7264]], "homo_ha": -0.53154, "max_force_ha_per_bohr": 0.0321, "total_charge": 1, "total_energy_ha": -418.77260, "lumo_ev": -3.2, "homo_lumo_gap_ev": 11.310}

=====

Record 11
{"formula": "C4H11N2O2", "method": "ωB97M-V/def2-TZVPD", "species": ["C", "O", "C", "C", "C", "N", "O", "N", "H", "H", "H", "H", "H", "H", "H", "H", "H", "H", "H"], "positions_angstrom": [[-2.1461, 0.7984, -0.7133], [-3.0515, -0.4284, 0.1152], [-0.8057, 0.8894, -0.0635], [-0.7004, 0.2440, 1.2257], [0.0903, -0.5280, -0.0565], [-0.5875, -1.6044, -0.5278], [1.2563, -0.3167, -0.2617], [4.3463, 0.1797, -0.2535], [-2.8370, 1.6020, -1.0210], [-3.0972, 0.5224, 0.1478], [-2.1912, 0.2670, -1.6658], [-0.3844, 1.8874, 0.0079], [-1.4592, -0.4176, 1.6105], [-0.0345, 0.7017, 1.9526], [-1.5522, -1.7020, -0.2198], [0.0845, -2.3587, -0.6211], [4.1075, 0.9238, 0.3948], [5.2772, -0.0968, 0.0360], [3.6847, -0.5632, -0.0865]], "homo_ha": -0.45884, "max_force_ha_per_bohr": 0.1083, "total_charge": 1, "total_energy_ha": -418.49696, "lumo_ev": -7.5, "homo_lumo_gap_ev": 4.998}

=====

Record 12
{"formula": "C4H11N2O2", "method": "ωB97M-V/def2-TZVPD", "species": ["N", "C", "C", "N", "C", "C", "O", "O", "H", "H", "H", "H", "H", "H", "H", "H", "H", "H", "H"], "positions_angstrom": [[-1.6474, -0.7303, -2.0400], [-0.6524, -0.0877, -1.1286], [0.2691, -1.1472, -0.5471], [1.1798, -0.9405, 0.4655], [1.4173, 0.1455, 1.3532], [0.1489, 0.9579, 1.7477], [0.0674, 2.1087, 0.9060], [0.3934, -2.2032, -1.1406], [-1.8096, -1.7132, -1.7721], [-1.2645, -0.7638, -2.9943], [-2.5431, -0.2364, -1.9991], [-0.0648, 0.6207, -1.7194], [-1.1180, 0.5338, -0.3996], [1.8418, -1.7166, 0.5487], [1.9828, -0.2181, 2.1840], [2.0687, 0.8759, 0.8316], [0.1489, 1.2596, 2.7961], [-0.7146, 0.3543, 1.4985], [0.2964, 2.9005, 1.4095]], "homo_ha": [-0.69888, -0.69759], "max_force_ha_per_bohr": 0.0399, "multiplicity": 2, "total_charge": 2, "s2": 0.77, "total_energy_ha": -418.25900, "lumo_ev": [-8.4, -13.1], "homo_lumo_gap_ev": [10.587, 5.877]}

=====

Record 13
{"formula": "C4H11N2O2S", "method": "ωB97M-V/def2-TZVPD", "species": ["C", "C", "C", "C", "N", "N", "O", "O", "S", "H", "H", "H", "H", "H", "H", "H", "H", "H", "H", "H"], "positions_angstrom": [[0.0166, 1.5366, 1.5522], [-0.4440, -0.0300, -2.1189], [0.0675, -1.4487, -1.5655], [1.0766, -1.6990, -0.5210], [-1.2893, 1.6521, 1.4321], [0.9852, 2.4584, 1.7741], [0.5691, -1.7381, 2.3033], [-1.3755, -1.4284, 0.7652], [0.0172, -1.2748, 1.0896], [-0.3359, 0.1622, -3.2105], [-1.4946, -0.0045, -1.8397], [0.1606, 0.7022, -1.6066], [0.4102, -1.9079, -2.4662], [-0.7107, -2.1017, -1.1918], [1.3812, -2.7783, -0.2935], [2.0671, -1.0514, -0.4026], [-1.8143, 2.4935, 1.7665], [-1.9149, 0.8833, 1.2703], [0.7217, 3.4345, 1.7690], [1.9063, 2.1400, 1.4940]], "homo_ha": [-0.49670, -0.49563], "max_force_ha_per_bohr": 0.0702, "total_charge": 1, "total_energy_ha": -816.80076, "lumo_ev": [-6.0, -6.0], "homo_lumo_gap_ev": [7.485, 7.447]}